{"formula": "C5H13NO2", "method": "the ωB97M-V functional and the def2-TZVPD basis", "multiplicity": 1, "total_charge": 0, "e_homo_ev": -9.38, "lumo_energy_ev": 0.67, "smiles": "CCN(C=O)CC.O", "elements": ["O", "C", "N", "C", "C", "C", "C", "H", "H", "H", "H", "H", "H", "H", "H", "H", "H", "H", "O", "H", "H"], "positions_angstrom": [[-2.2360, -0.1610, -1.4134], [-1.1676, 0.5014, -1.6249], [-0.0432, 0.4492, -0.8423], [1.8278, 0.8018, -2.4910], [-0.4708, -0.2651, 1.5615], [1.0017, 1.3892, -1.3281], [0.1818, -0.5748, 0.1793], [-1.0413, 1.1528, -2.5235], [1.4073, 0.8416, -3.5099], [2.0791, -0.2459, -2.2549], [2.7547, 1.3994, -2.4693], [-0.0408, 0.7028, 1.8694], [-0.1395, -1.0396, 2.2736], [-1.5704, -0.1921, 1.6076], [1.7485, 1.4724, -0.5151], [0.6928, 2.4148, -1.6076], [-0.0720, -1.5766, -0.2174], [1.2766, -0.5441, 0.3405], [-2.3563, -2.3128, 4.5584], [-2.0591, -1.3813, 4.4479], [-1.7732, -2.8319, 3.9594]], "forces_ev_per_angstrom": [[3.48, 2.05, -0.69], [-2.75, -2.51, 1.17], [-1.17, 1.46, -1.69], [0.49, 0.11, 0.27], [0.49, 0.11, -0.34], [1.36, -1.12, 0.32], [0.21, 0.31, 0.35], [-0.26, -0.18, 0.59], [-0.15, 0.08, 0.58], [0.00, 0.38, -0.18], [-0.12, -0.40, -0.43], [-0.29, -0.34, 0.17], [-0.11, 0.30, -0.18], [0.51, -0.14, -0.48], [-0.59, 0.24, -0.14], [-0.53, -0.69, 0.53], [-0.11, 0.60, 0.18], [-0.45, -0.28, -0.02], [0.93, 0.42, -0.70], [-0.30, -1.01, 0.08], [-0.63, 0.60, 0.62]], "mulliken_charge": [-0.602, 0.017, 0.247, -0.926, -0.935, -0.740, -0.614, 0.314, 0.319, 0.290, 0.339, 0.265, 0.254, 0.328, 0.364, 0.364, 0.387, 0.319, -0.642, 0.328, 0.325]}

{"formula": "C5H13NO2", "method": "the ωB97M-V functional and the def2-TZVPD basis", "multiplicity": 2, "total_charge": 1, "e_homo_ev": [-14.87, -14.82], "lumo_energy_ev": [-5.19, -9.33], "elements": ["O", "C", "C", "C", "C", "C", "N", "H", "H", "H", "H", "H", "H", "H", "H", "H", "H", "H", "H", "H", "O"], "positions_angstrom": [[-2.6435, -0.9875, 0.1837], [-1.6309, -1.2404, 0.7132], [-0.5025, -0.0837, 0.6583], [0.8724, -0.6877, 0.7953], [1.9647, 0.1098, 0.0524], [1.7801, -0.0545, -1.4609], [-0.9337, 0.9230, 1.6043], [-1.2967, -2.1085, 1.3074], [-0.6357, 0.4554, -0.2820], [0.9313, -1.7605, 0.5809], [1.1632, -0.6901, 1.8580], [1.7984, 1.1632, 0.3076], [2.9367, -0.2093, 0.4173], [1.8154, -1.1347, -1.6646], [0.8349, 0.3183, -1.8481], [2.5541, 0.3789, -2.0856], [-0.9081, 0.6171, 2.5776], [-0.2537, 1.6755, 1.5085], [-2.0512, 1.5575, -1.8568], [-3.0307, 0.8014, -1.2262], [-2.7646, 0.9566, -2.1401]], "forces_ev_per_angstrom": [[0.05, -0.66, 0.07], [0.16, 0.52, 0.05], [-1.34, 2.22, 0.00], [1.76, -1.07, 1.62], [-1.56, 0.65, -0.86], [0.47, -1.06, 0.01], [1.83, -1.52, 0.14], [-0.44, -0.24, -0.10], [0.23, -0.58, -0.37], [-0.34, 0.13, -0.62], [-0.38, 0.18, -0.02], [0.47, -0.01, 0.15], [0.05, -0.04, -0.04], [-0.09, 0.22, -0.18], [-0.15, 0.10, 0.16], [0.21, 0.27, 0.24], [-0.12, -0.03, -0.06], [-0.77, 0.77, -0.13], [0.01, 0.24, -1.27], [-1.12, -0.62, -0.15], [1.06, 0.52, 1.36]], "mulliken_charge": [-0.160, -0.071, 0.797, -0.917, -0.360, -1.107, -0.479, 0.419, -0.200, 0.455, 0.390, 0.268, 0.342, 0.307, 0.261, 0.379, 0.314, 0.329, 0.307, 0.315, -0.586]}

{"formula": "C5H13NO2", "method": "the ωB97M-V functional and the def2-TZVPD basis", "multiplicity": 2, "total_charge": 1, "e_homo_ev": [-14.45, -14.45], "lumo_energy_ev": [-4.62, -8.61], "elements": ["O", "C", "C", "C", "C", "C", "N", "H", "H", "H", "H", "H", "H", "H", "H", "H", "H", "H", "H", "H", "O"], "positions_angstrom": [[0.6333, -0.8146, -2.8768], [-0.2362, -0.3950, -2.2207], [-0.1285, 0.0782, -0.7168], [-1.4483, -0.0664, 0.0632], [-1.3164, 0.3321, 1.5490], [-1.6470, -0.7799, 2.5420], [0.4934, 1.3414, -0.5463], [-1.3121, -0.3789, -2.5117], [0.5328, -0.6672, -0.2454], [-1.6736, -1.1390, -0.0348], [-2.3371, 0.3857, -0.3919], [-0.2697, 0.6636, 1.6558], [-1.8441, 1.2583, 1.7838], [-1.0818, -0.6564, 3.4635], [-2.7033, -0.8435, 2.8153], [-1.3593, -1.7490, 2.1151], [1.4128, 1.4159, -0.9661], [-0.1204, 2.1516, -0.6499], [4.3882, -0.3389, -0.9868], [5.2823, -0.1080, -2.2457], [4.7352, 0.3098, -1.5947]], "forces_ev_per_angstrom": [[0.33, 0.21, 0.13], [-0.98, -0.44, -0.90], [0.37, 0.99, 3.28], [-0.81, -0.64, -0.61], [0.98, 0.43, -0.02], [0.11, -0.30, -0.13], [-0.98, -0.98, -1.81], [0.22, 0.08, -0.14], [0.25, -0.02, -0.60], [0.00, 0.11, 0.28], [0.40, 0.40, -0.24], [-0.16, -0.41, 0.38], [-0.39, -0.18, -0.23], [-0.03, 0.07, 0.04], [0.09, 0.14, -0.22], [-0.03, 0.12, 0.18], [0.34, 0.39, 0.28], [0.37, 0.05, 0.30], [0.30, -0.51, -0.02], [0.37, -0.60, -0.32], [-0.74, 1.09, 0.37]], "mulliken_charge": [-0.238, -0.122, 0.308, -1.064, -0.405, -1.202, -0.230, 0.394, 0.308, 0.443, 0.475, 0.323, 0.391, 0.342, 0.320, 0.339, 0.317, 0.295, 0.315, 0.324, -0.631]}

{"formula": "C5H13NO2S", "method": "the ωB97M-V functional and the def2-TZVPD basis", "multiplicity": 1, "total_charge": 0, "e_homo_ev": -9.57, "lumo_energy_ev": 0.63, "smiles": "CCC(=O)NCCS.O", "elements": ["O", "C", "N", "C", "C", "S", "C", "C", "H", "H", "H", "H", "H", "H", "H", "H", "H", "H", "H", "H", "H", "O"], "positions_angstrom": [[0.7642, 1.8887, -1.4101], [0.3794, 0.8046, -0.9143], [-0.6007, 0.9962, 0.1202], [-1.0711, 0.0716, 1.0325], [-0.3970, -0.0327, 2.3543], [0.4162, 1.5550, 2.9440], [0.8264, -0.5427, -1.3504], [2.1318, -0.9510, -0.6666], [-0.8107, 2.0018, 0.3064], [-1.3080, -0.9762, 0.4540], [-2.0058, 0.4463, 1.3376], [0.3985, -0.7562, 2.4787], [-1.0284, -0.6084, 3.0798], [1.3897, 1.4948, 2.0856], [0.0390, -1.3533, -1.2153], [0.9677, -0.6068, -2.5129], [2.0910, -1.0483, 0.3601], [2.4352, -1.9102, -1.1601], [2.9850, -0.2748, -0.8816], [-2.0376, -0.0955, -1.5617], [-3.0584, 0.3231, -2.5528], [-2.5063, -0.4261, -2.3272]], "forces_ev_per_angstrom": [[-0.13, -2.71, 0.43], [-1.28, 4.43, 0.48], [1.98, 1.16, -2.82], [-1.57, -3.10, -0.76], [1.78, -1.44, 1.95], [-1.92, -0.77, 0.85], [-0.49, -1.69, -1.85], [1.25, -0.49, -3.19], [0.63, -1.35, -0.40], [0.77, 2.21, 1.79], [-1.79, 0.21, -0.04], [0.85, -0.08, -1.03], [-0.28, 1.64, -0.14], [0.83, -0.10, -0.80], [0.82, 1.09, 0.31], [-0.15, 0.78, 2.19], [-0.39, -0.41, 2.21], [-0.18, 0.55, 0.82], [-0.74, -0.01, -0.03], [0.33, 0.09, 0.38], [-0.25, 0.12, -0.29], [-0.07, -0.13, -0.06]], "mulliken_charge": [-0.671, 0.223, -0.070, -0.512, -0.881, -0.197, -0.076, -1.177, 0.304, 0.263, 0.443, 0.293, 0.433, 0.109, 0.253, 0.318, 0.306, 0.347, 0.316, 0.336, 0.296, -0.654]}

{"formula": "C5H13NO2Si", "method": "the ωB97M-V functional and the def2-TZVPD basis", "multiplicity": 1, "total_charge": 0, "e_homo_ev": [-8.69, -7.44], "lumo_energy_ev": [-0.55, -0.30], "elements": ["C", "C", "C", "C", "C", "N", "O", "O", "Si", "H", "H", "H", "H", "H", "H", "H", "H", "H", "H", "H", "H", "H"], "positions_angstrom": [[3.2199, 0.0670, 1.8145], [2.4802, -0.9864, 1.9583], [0.0161, 2.2615, 0.4567], [-2.7735, -0.4565, -0.0760], [-0.4116, 0.1447, -0.2948], [0.0856, -0.9071, -1.1174], [0.2986, 1.2650, -0.5078], [-1.7634, 0.4165, -0.6632], [1.3097, -2.0918, -0.8129], [3.4255, 0.8035, 2.5978], [3.6058, 0.3282, 0.8388], [-0.3180, -0.7599, -1.9811], [-1.1352, 2.3571, 0.6605], [0.5817, 3.2039, 0.2130], [0.3988, 1.8598, 1.3736], [-2.3676, -0.6785, 0.9071], [-2.8747, -1.2604, -0.7518], [-3.6438, 0.0876, -0.0331], [-0.3546, -0.1899, 0.7946], [1.9163, -1.5574, 1.1474], [2.4973, -1.6546, -1.4351], [0.6778, -3.4489, -0.7783]], "forces_ev_per_angstrom": [[0.30, 0.89, -0.09], [-0.89, -0.07, 0.13], [-1.30, 0.48, 0.48], [3.66, 0.74, -0.28], [-1.01, -1.85, 0.96], [0.51, -0.50, 1.84], [0.56, 1.57, -0.56], [-0.17, 0.16, 0.42], [-1.80, 0.65, 1.23], [0.17, -0.57, 0.04], [0.07, 0.18, -0.32], [-0.70, -0.01, -2.44], [2.10, 0.38, -0.88], [-1.01, -0.97, 0.04], [0.44, 0.09, 0.97], [-0.58, -0.69, 0.23], [-0.26, -1.44, -0.22], [-2.02, 1.27, 0.25], [-0.15, 0.47, -0.82], [0.13, -0.55, 0.32], [1.29, -0.37, -0.92], [0.66, 0.14, -0.38]], "mulliken_charge": [-0.579, -0.084, -0.697, -0.669, -0.011, -0.116, -0.361, -0.428, 0.071, 0.252, 0.264, 0.298, 0.240, 0.249, 0.308, 0.311, 0.270, 0.266, 0.539, 0.022, -0.076, -0.068]}

{"formula": "C5H13NO3", "method": "the ωB97M-V functional and the def2-TZVPD basis", "multiplicity": 1, "total_charge": 0, "e_homo_ev": -9.64, "lumo_energy_ev": 0.62, "smiles": "CC(C)[C@@H](N)C(=O)O.O", "elements": ["O", "C", "O", "C", "C", "C", "C", "N", "H", "H", "H", "H", "H", "H", "H", "H", "H", "H", "H", "H", "H", "O"], "positions_angstrom": [[-1.5064, -1.3867, 0.7341], [-1.0598, -0.3863, 1.1694], [-1.7345, 0.1152, 2.2495], [0.0775, 0.4322, 0.8321], [1.0258, -0.3600, -0.0859], [0.6527, -0.5048, -1.5471], [2.5631, 0.0746, 0.0997], [-0.3747, 1.6399, 0.0961], [-2.5076, -0.4349, 2.4690], [0.5465, 0.7200, 1.8869], [1.1000, -1.5031, 0.1421], [1.3897, -0.1464, -2.3071], [0.1485, -1.3734, -1.7429], [-0.3310, 0.2044, -1.5489], [3.1332, -0.6633, -0.4659], [2.7281, 1.0284, -0.3428], [2.8405, -0.1995, 1.0848], [0.1326, 1.8708, -0.6245], [-0.5277, 2.4639, 0.6989], [-2.0479, -0.5823, -1.2397], [-3.2871, -0.5555, -0.3320], [-2.9613, -0.4532, -1.2256]], "forces_ev_per_angstrom": [[0.49, -2.32, -1.88], [-3.03, 0.26, 3.11], [0.30, 1.15, 0.57], [2.59, 1.70, -0.04], [3.46, -2.91, 0.84], [-2.58, 5.35, 0.18], [-2.30, -2.13, -1.40], [-3.71, -0.85, 6.09], [0.47, 0.00, -0.43], [-0.50, -0.67, -2.28], [-0.52, 2.07, 0.90], [-0.70, -0.49, 0.69], [-0.35, -2.68, -0.78], [2.32, -1.05, -1.13], [0.02, 0.15, -0.47], [0.48, 1.01, 0.42], [0.40, 0.96, 1.29], [3.57, 1.32, -4.66], [0.09, -0.94, -0.46], [1.94, -0.47, 0.36], [0.36, -0.17, 0.04], [-2.84, 0.70, -0.95]], "mulliken_charge": [-0.578, 0.148, -0.521, 0.561, 0.371, -1.284, -1.665, -0.531, 0.358, 0.301, 0.245, 0.310, 0.455, 0.204, 0.450, 0.369, 0.452, 0.136, 0.225, 0.325, 0.311, -0.642]}

{"formula": "C5H13NOP3", "method": "the ωB97M-V functional and the def2-TZVPD basis", "multiplicity": 3, "total_charge": 1, "e_homo_ev": [-9.46, -13.55], "lumo_energy_ev": [-3.19, -6.98], "elements": ["C", "C", "C", "C", "C", "N", "O", "P", "P", "P", "H", "H", "H", "H", "H", "H", "H", "H", "H", "H", "H", "H", "H"], "positions_angstrom": [[1.3888, 0.2583, 0.5857], [-1.0704, 0.1752, 1.9560], [-1.1212, 0.2596, 0.4921], [-0.2182, -0.9713, 2.3440], [0.1522, 0.6171, -0.2183], [1.0206, -1.0491, 1.4807], [2.5293, 0.5060, 0.4496], [1.8825, -0.1290, -2.7690], [-0.8045, 1.9496, -2.9183], [-0.2798, -0.0252, -2.2607], [-0.6525, 1.1362, 2.4047], [-2.0482, 0.1647, 2.4058], [-1.5238, -0.7813, 0.2300], [-1.9039, 1.0295, 0.2191], [0.0999, -0.9719, 3.3965], [-0.7437, -1.9195, 2.2777], [0.1984, 1.7042, -0.4169], [1.8634, -1.0972, 2.0225], [0.8718, -1.7518, 0.7403], [2.0324, -1.3893, -1.8601], [1.4935, -0.7838, -3.8995], [-2.0867, 1.5558, -2.4033], [-1.0802, 1.5132, -4.2586]], "forces_ev_per_angstrom": [[-4.73, 0.00, -1.73], [1.17, 2.70, 1.96], [-2.67, -0.45, -1.36], [0.60, -1.00, 1.46], [1.65, 0.37, 2.31], [-0.90, 0.71, -0.89], [2.45, 0.27, 0.10], [-0.90, -1.64, 2.24], [-1.10, -1.05, -0.51], [2.29, 0.84, -0.01], [-0.17, -1.01, -0.60], [-0.47, -0.63, 0.08], [0.37, 1.33, -0.46], [0.63, -1.07, 0.01], [0.08, 0.39, -0.35], [-0.08, -0.16, -0.49], [0.20, -0.59, -0.17], [0.56, -0.96, 0.16], [0.75, -0.11, 0.89], [0.05, 1.63, -1.48], [0.37, -0.84, -1.17], [-0.05, 0.77, -0.33], [-0.09, 0.49, 0.32]], "mulliken_charge": [-0.102, -0.649, -0.637, -0.828, -0.182, -0.087, -0.495, -0.015, -0.038, 0.167, 0.318, 0.406, 0.279, 0.387, 0.333, 0.398, 0.500, 0.350, 0.385, 0.096, 0.143, 0.123, 0.150]}

{"formula": "C5H13NOS", "method": "the ωB97M-V functional and the def2-TZVPD basis", "multiplicity": 1, "total_charge": 0, "e_homo_ev": -8.88, "lumo_energy_ev": 0.68, "smiles": "CC(N)=O.CCSC", "elements": ["C", "C", "O", "N", "H", "H", "H", "H", "H", "C", "C", "C", "S", "H", "H", "H", "H", "H", "H", "H", "H"], "positions_angstrom": [[-1.1439, 0.2762, 2.7599], [-1.6046, -0.9946, 2.0961], [-2.3092, -1.8175, 2.6380], [-1.2061, -1.1161, 0.8009], [-1.5955, 1.1733, 2.3392], [-0.0556, 0.3906, 2.7165], [-1.4019, -1.9429, 0.2611], [-0.6154, -0.4640, 0.3120], [-1.3194, 0.2521, 3.8360], [0.1059, 1.0727, -1.6449], [1.1582, 1.5499, -0.6398], [1.4367, -1.3247, -2.1562], [0.7001, 0.0793, -3.0372], [-0.7263, 0.5917, -1.1388], [-0.3008, 1.9288, -2.1779], [1.9631, 0.8502, -0.4730], [0.6678, 1.8122, 0.3048], [2.3697, -1.0117, -1.6970], [0.8130, -1.6522, -1.3174], [1.5299, -2.1718, -2.8309], [1.5343, 2.5183, -0.9513]], "forces_ev_per_angstrom": [[0.76, 0.26, 0.86], [-0.23, 0.22, -0.11], [0.09, -0.10, 0.08], [0.38, -0.21, -0.85], [-0.10, -0.09, -0.11], [-0.05, -0.04, -0.47], [-0.33, -0.15, 0.36], [-0.01, 0.14, 0.60], [-0.51, -0.14, -0.18], [0.32, 0.17, -0.24], [-0.78, 0.73, 0.03], [-0.37, 0.27, 0.60], [-0.01, -0.33, 0.25], [-0.13, -0.16, -0.25], [-0.24, 0.16, 0.17], [0.17, -0.12, 0.11], [0.06, -0.44, 0.10], [0.34, -0.29, -0.32], [-0.22, 0.05, -0.24], [0.29, 0.15, -0.07], [0.55, -0.08, -0.32]], "mulliken_charge": [-0.999, 0.641, -0.617, -0.260, 0.279, 0.306, 0.187, 0.067, 0.305, -0.423, -0.944, -0.747, -0.087, 0.311, 0.307, 0.296, 0.243, 0.276, 0.155, 0.346, 0.356]}

Total energy values, unit a.u., following the record order: -403.522993, -403.155973, -403.187877, -801.690948, -692.801480, -478.723271, -1351.930878, -726.493532.